1.
The following is a DFT calculation (ωB97M-V/def2-TZVPD) of a molecular structure, CH5NOP in a non-equilibrium geometry.

LUMO: 0.1746 Ha
total energy: -13939.88338 eV
frontier orbital gap: 6.700 eV
2S+1: 1
net charge: -1
max |F|: 2.78 eV Å⁻¹

The geometry in XYZ format:
```
9
Properties=species:S:1:pos:R:3:forces:R:3:nbo_charge:R:1
C 0.30823 -0.70532 0.05541 -1.7833 1.8406 0.5475 -0.31
N 1.19149 0.26714 0.04548 0.0492 -1.7328 -2.1696 -0.12
O 2.42597 -0.00847 0.02913 2.3523 0.2666 0.5744 -0.65
P -1.38610 -0.10930 -0.14427 -0.7073 0.5882 -0.7066 0.21
H -1.94673 -0.88824 1.00460 0.5398 -0.5242 0.3451 -0.20
H 0.48659 -1.77447 0.14712 0.7231 0.5391 0.2527 0.21
H 0.96143 1.18196 -0.50795 -1.0936 -1.2758 1.3060 0.40
H -0.63115 1.03618 -1.37391 0.1063 0.2919 0.1532 -0.48
H -1.40972 1.00052 0.74439 -0.1865 0.0063 -0.3026 -0.07
```
Positions in Å, forces in eV/Å.


2.
The following is a DFT calculation (ωB97M-V/def2-TZVPD) of 2 unconnected molecules or ions with the total composition CH5FN2 in a non-equilibrium geometry.

LUMO (spin up / spin down): -0.0092 / -0.0163 Ha
total energy: -6810.23258 eV
frontier orbital gap (spin up / spin down): 10.398 / 9.505 eV
2S+1: 1
net charge: 0
max |F|: 3.47 eV Å⁻¹

The geometry in XYZ format:
```
9
Properties=species:S:1:pos:R:3:forces:R:3:nbo_charge:R:1
C 0.58668 1.10388 -0.07296 0.7887 -0.3594 -3.3626 -0.52
N -1.67682 -1.04763 0.35574 0.0989 -1.2677 -0.5700 -0.60
N 0.77655 -0.14251 0.53976 0.3446 -1.1416 0.5373 0.14
F 1.71679 -0.81870 -0.23728 -0.3353 0.1746 0.0147 -0.27
H 0.23953 1.77550 0.63818 -1.1757 1.1293 1.1502 0.23
H 1.54330 1.49236 -0.46609 -0.1300 -0.1627 0.2332 0.22
H -0.06120 0.99625 -1.01235 0.4453 0.3029 1.3813 0.22
H -1.87226 -1.48706 -0.58093 0.1914 0.6033 0.6514 0.29
H -1.25257 -1.87210 0.83594 -0.2278 0.7212 -0.0354 0.30
```
Positions in Å, forces in eV/Å.


3.
The following is a DFT calculation (ωB97M-V/def2-TZVPD) of 2 unconnected molecules or ions with the total composition H7N3 in a non-equilibrium geometry.

LUMO: 0.0328 Ha
total energy: -4582.53751 eV
frontier orbital gap: 10.210 eV
2S+1: 1
net charge: 0
max |F|: 2.85 eV Å⁻¹

The geometry in XYZ format:
```
10
Properties=species:S:1:pos:R:3:forces:R:3:nbo_charge:R:1
H 0.84514 -0.87793 0.90282 0.0022 -0.3228 -0.7596 0.32
H 0.19857 -0.57175 -0.56353 0.9452 -0.1998 0.3036 0.35
H 2.72357 0.27304 0.41524 -1.3084 0.5963 -1.4725 0.33
H 1.47668 1.26980 0.50306 -0.6602 -0.4700 -0.2277 0.32
H -3.22324 -0.35463 0.59436 0.2597 0.3553 0.4007 0.37
H -1.98261 0.78032 0.37076 0.7880 1.1580 1.4589 0.36
H -2.99124 0.47799 -0.78082 -0.2718 -0.1056 -0.4008 0.36
N 1.11210 -0.73139 -0.08825 -1.5516 0.8315 0.8985 -0.65
N 1.82928 0.53059 -0.11823 2.5179 -0.4544 1.2644 -0.67
N -2.51950 0.05840 0.00050 -0.7209 -1.3884 -1.4656 -1.08
```
Positions in Å, forces in eV/Å.


4.
The following is a DFT calculation (ωB97M-V/def2-TZVPD) of a single C4H10S2 molecule in a non-equilibrium geometry.

LUMO: 0.0261 Ha
total energy: -25980.24067 eV
frontier orbital gap: 9.817 eV
2S+1: 1
net charge: 0
max |F|: 3.10 eV Å⁻¹

The geometry in XYZ format:
```
16
Properties=species:S:1:pos:R:3:forces:R:3:nbo_charge:R:1
C -0.08630 -0.33584 1.86448 -0.4344 0.4444 -0.8374 -0.64
C -0.68255 -0.40891 0.42807 -0.7378 0.5237 -0.3880 -0.28
C 0.06808 0.31248 -0.77398 1.4797 -1.4755 2.2942 -0.30
C 1.14285 -0.64643 -1.46368 -0.8592 1.2328 0.7491 -0.62
H -0.63738 -1.08845 2.43811 0.5309 0.0674 0.1006 0.23
H -0.30725 0.63872 2.33048 0.1262 -0.2809 -0.2644 0.22
H 1.00748 -0.46675 1.86203 -0.4194 -0.2505 0.0748 0.22
H -0.80071 -1.45834 0.13349 0.3745 0.0724 0.0627 0.22
H -2.63440 1.27157 0.69617 0.4245 -0.1457 0.0116 0.13
H -0.63070 0.57571 -1.50797 -1.0924 0.3163 -0.9335 0.21
H 0.66413 -1.55912 -1.82585 -0.0662 0.0795 0.1089 0.21
H 1.47850 -0.07557 -2.32100 0.3679 -0.1203 -0.2791 0.21
H 2.00961 -0.90221 -0.84067 -0.3683 0.1847 0.0095 0.22
H 1.18161 2.28977 -1.39406 -0.2667 -0.0800 1.2334 0.13
S -2.55254 -0.05838 0.48895 0.7810 -0.0140 -0.1584 -0.09
S 0.77958 1.91174 -0.11456 0.1596 -0.5544 -1.7839 -0.08
```
Positions in Å, forces in eV/Å.